{
  "formula": "C42H66BCaF2MgN3O19",
  "method": "wB97M-V/def2-TZVPD",
  "symbols": ["C", "C", "O", "C", "C", "O", "C", "C", "C", "C", "C", "O", "O", "C", "C", "C", "C", "C", "C", "C", "C", "C", "C", "C", "C", "O", "C", "C", "C", "C", "F", "C", "N", "C", "O", "N", "O", "H", "H", "H", "H", "H", "H", "H", "H", "H", "H", "H", "H", "H", "H", "H", "H", "H", "H", "H", "H", "H", "H", "H", "H", "H", "H", "H", "H", "H", "H", "H", "H", "H", "H", "H", "H", "H", "H", "H", "H", "H", "H", "H", "H", "H", "H", "O", "H", "F", "Mg", "C", "O", "C", "C", "O", "C", "C", "O", "C", "H", "H", "H", "H", "H", "H", "H", "H", "H", "H", "H", "H", "H", "H", "B", "O", "C", "O", "C", "O", "O", "O", "C", "O", "C", "O", "O", "N", "C", "C", "C", "C", "C", "H", "H", "H", "H", "H", "Ca"],
  "positions_angstrom": [[7.6629, -2.2209, 1.3418], [7.6113, -0.8750, 0.6002], [6.9692, 0.1413, 1.3670], [6.0302, 0.8978, 0.6479], [4.6438, 0.4091, 1.0980], [3.5893, 1.1912, 0.4620], [2.4820, 1.2762, 1.3238], [1.2385, 1.5872, 0.5243], [0.5849, 2.7847, 0.7654], [-0.5643, 3.0765, 0.0866], [-1.2992, 4.4078, 0.4098], [-0.6741, 5.3952, 0.6480], [-2.7427, 4.5076, 0.4073], [-3.3892, 3.5122, 1.2670], [-3.6185, 3.9568, 2.7230], [-3.8508, 2.6959, 3.5965], [-2.5027, 2.1534, 4.0936], [-2.4470, 0.6239, 4.3774], [-2.7751, -0.1111, 3.0624], [-2.2893, -1.5956, 3.0107], [-3.0217, -2.2503, 1.7744], [-2.4502, -3.5995, 1.3769], [-3.0031, -3.9437, -0.0562], [-3.8016, -5.2680, -0.0583], [-2.7412, -6.3576, -0.2468], [-2.2004, -6.6821, 1.0256], [-0.7972, -6.3397, 1.0070], [-1.0579, 2.1239, -0.9289], [-2.2886, 2.2828, -1.8295], [-2.1198, 1.6862, -3.2396], [-3.5135, 1.7010, -1.2733], [-0.3382, 0.9836, -1.0813], [0.7615, 0.7209, -0.3669], [1.4149, -0.5977, -0.6219], [0.4014, -1.5637, -0.3914], [0.0911, -2.2632, -1.6113], [-1.0499, -2.4116, -1.6951], [8.4786, -2.2625, 2.0663], [7.8983, -2.9768, 0.5789], [6.6916, -2.5005, 1.7601], [7.1113, -1.0612, -0.3614], [8.6512, -0.5986, 0.3757], [6.1450, 0.8489, -0.4418], [6.1496, 1.9499, 0.9449], [4.5196, -0.6452, 0.8145], [4.5818, 0.5679, 2.1806], [2.6513, 2.1075, 2.0276], [2.3702, 0.3711, 1.9469], [1.0024, 3.4737, 1.4946], [-4.4478, 3.3260, 0.8245], [-2.8922, 2.5303, 1.2637], [-2.8125, 4.5914, 3.1027], [-4.5536, 4.5280, 2.7382], [-4.4410, 3.0272, 4.4602], [-4.4836, 1.9672, 3.0649], [-1.7138, 2.3686, 3.3587], [-2.2525, 2.6343, 5.0445], [-3.1265, 0.3378, 5.2053], [-1.4374, 0.3766, 4.7248], [-3.9030, -0.1521, 2.9915], [-2.3852, 0.3785, 2.1666], [-2.5304, -2.1487, 3.9493], [-1.2017, -1.6422, 2.9106], [-2.8448, -1.5573, 0.9405], [-4.1241, -2.3182, 2.0202], [-1.3581, -3.5307, 1.3134], [-2.7032, -4.4228, 2.0526], [-2.1611, -4.0801, -0.7360], [-3.6298, -3.1024, -0.3982], [-4.3471, -5.4146, 0.8817], [-4.5096, -5.2825, -0.8983], [-3.1440, -7.2328, -0.7760], [-1.9148, -5.9711, -0.8603], [-0.2821, -7.0394, 0.3509], [-0.4147, -6.4553, 2.0290], [-0.6457, -5.2897, 0.7141], [-2.4268, 3.4052, -2.0229], [-1.0728, 1.4970, -3.4826], [-2.5157, 2.3629, -4.0030], [-2.6840, 0.7496, -3.3181], [-0.6864, 0.2586, -1.8090], [2.2170, -0.8066, 0.0818], [1.7042, -0.6649, -1.6759], [-4.3518, 7.0859, 0.2579], [-3.5330, 6.6308, 0.0802], [0.7885, -5.1367, -0.5951], [-3.7012, 3.8225, -1.0088], [-2.0628, -0.5482, -9.6793], [-0.8122, -0.1478, -9.1548], [-0.8218, 1.1853, -8.6799], [0.2033, 1.3637, -7.5811], [-0.2117, 0.8414, -6.3144], [-0.2265, -0.5805, -6.1907], [1.1530, -1.2068, -6.1316], [1.7067, -1.2994, -7.4248], [3.1211, -1.3042, -7.4128], [-2.3289, 0.0507, -10.5557], [-1.9829, -1.5920, -9.9754], [-2.8477, -0.4640, -8.9179], [-1.8150, 1.4561, -8.3005], [-0.5671, 1.8448, -9.5191], [0.3341, 2.4361, -7.4183], [1.1758, 0.9654, -7.8690], [-0.8414, -1.0358, -6.9673], [-0.7220, -0.7771, -5.2315], [1.0725, -2.2239, -5.7223], [1.7979, -0.6069, -5.4746], [3.5113, -0.3894, -6.9520], [3.4627, -1.3401, -8.4450], [3.5050, -2.1840, -6.8866], [-0.7737, -3.2536, 7.3923], [-0.3955, -4.6796, 7.3039], [-0.1270, -4.9692, 6.0313], [0.2020, -6.0336, 5.6066], [-0.3280, -3.7114, 5.2088], [-0.2050, -3.5740, 4.0205], [-0.7007, -2.7248, 6.0058], [-2.1411, -3.0871, 7.9257], [-2.0683, -2.3340, 9.0273], [-3.0028, -2.0091, 9.6965], [-0.6143, -1.9654, 9.2611], [-0.1933, -1.2956, 10.1524], [0.1225, -2.5116, 8.2873], [5.1253, 5.4093, 1.3650], [4.1369, 4.7765, 0.7398], [3.1994, 5.4097, -0.0595], [3.2890, 6.7843, -0.2198], [4.3096, 7.4619, 0.4229], [5.1992, 6.7294, 1.1998], [4.1035, 3.7003, 0.8926], [2.4172, 4.8384, -0.5478], [2.5755, 7.3175, -0.8355], [4.4172, 8.5331, 0.3264], [6.0159, 7.2175, 1.7188], [-5.0402, -1.4124, 3.9554]],
  "lowdin_charge": [-0.0660, -0.2588, -0.1288, -0.1956, -0.1249, -0.1418, -0.1609, -0.0706, 0.0909, 0.0109, -0.3024, 0.2639, -0.1714, -0.1910, -0.1105, -0.1851, -0.1824, -0.1681, -0.2802, -0.2064, -0.2259, -0.1751, -0.1950, -0.1572, -0.2364, -0.1884, -0.1051, -0.0391, -0.2682, 0.0277, -0.0293, 0.0498, 0.0947, -0.0581, -0.0933, 0.0493, 0.0875, 0.0783, 0.0814, 0.0745, 0.1136, 0.1245, 0.1315, 0.1307, 0.1376, 0.1386, 0.1415, 0.1581, 0.1591, 0.1372, 0.1140, 0.1492, 0.1389, 0.1316, 0.0955, 0.1086, 0.1362, 0.1190, 0.1409, -0.0151, 0.1169, 0.1048, 0.1292, 0.1105, 0.0555, 0.1148, 0.1258, 0.0744, 0.0949, 0.1104, 0.1111, 0.1272, 0.1109, 0.0922, 0.0982, 0.0316, 0.1165, 0.1001, 0.1152, 0.1228, 0.1464, 0.1400, 0.1631, -0.2750, -0.1820, -0.5981, 1.0052, -0.1003, -0.1975, -0.2046, -0.1708, -0.1634, -0.1832, -0.2165, -0.1917, -0.0955, 0.0938, 0.0936, 0.0847, 0.1234, 0.1349, 0.1255, 0.1242, 0.1251, 0.1058, 0.1341, 0.1201, 0.0870, 0.0955, 0.0937, -0.8895, 0.2455, -0.3889, 0.1883, -0.3918, 0.1219, 0.1962, 0.2028, -0.3977, 0.1589, -0.3888, 0.1810, 0.2343, 0.0683, -0.1679, -0.0939, -0.0740, -0.0495, -0.1241, 0.0780, 0.0795, 0.1088, 0.1120, 0.1148, 1.7107],
  "e_tot_ev": -117961.124,
  "charge": 2
}